1.
C20H12F6O | ωB97M-V/def2-TZVPD

Last column: Löwdin charge in e.
Positions of all 39 atoms, in Å:
C -0.2908 2.8231 -3.4922  -0.041
H -1.8040 -2.4117 4.3335  0.127
C 5.1649 0.5891 -0.3930  0.020
C 1.1388 4.0887 -2.0401  -0.098
H 1.4369 3.3067 -0.0563  0.078
C 1.4108 0.8803 1.5619  0.032
F -2.0402 0.8067 -3.9355  0.101
C 0.2689 1.9316 -1.1664  -0.294
C 4.7570 1.7852 0.2147  -0.052
C 3.5853 1.8219 0.9431  -0.021
H -0.8769 2.7391 -4.3913  0.110
C -0.1403 0.4244 3.4326  0.066
H -0.1056 1.5044 3.6561  0.142
H 1.7543 4.9504 -1.8196  0.097
H 3.2356 2.7554 1.4072  0.122
C 3.2886 -0.5776 0.6563  0.089
C -0.3946 1.8063 -2.5335  -0.029
C -0.2340 -2.2660 2.8323  -0.215
C 0.5608 -1.4512 2.0553  0.065
H 0.6146 4.6685 -4.0749  0.095
O 0.2126 1.1343 -0.1711  -0.016
C 0.9987 3.1532 -1.0259  -0.033
C 4.4434 -0.5633 -0.1149  -0.228
F -0.7949 -0.5279 -2.7544  0.114
F 4.8036 -1.7206 -0.7653  0.046
H 2.7687 -1.5098 0.8347  0.103
C 2.7316 0.6714 1.0876  -0.166
F -1.8024 0.1049 5.0862  0.052
F -0.3441 -3.5953 2.4987  0.050
H 1.0579 -1.8439 1.1535  0.127
H 1.2011 1.9035 1.8507  0.126
C -0.9544 -0.4179 4.1441  -0.230
C 0.5183 3.9371 -3.2791  -0.105
F -2.3368 0.7024 -1.7845  0.124
C -1.0905 -1.7905 3.8459  0.112
C -1.3788 0.7052 -2.7467  -0.555
H 6.0319 0.5574 -1.0492  0.128
C 0.6462 -0.0557 2.3299  -0.157
H 5.3004 2.7100 0.0422  0.115

The LUMO energy is -2.33 eV. The value obtained for the total energy is -39284.5665 eV. The molecular weight is 382.30 g mol⁻¹. The orbital gap comes out at 5.29 eV. As for the highest occupied orbital energy: -0.280 hartree.

2.
C25H33NNiOPSe2 | ωB97M-V/def2-TZVPD

Last column: Löwdin spin population.
Positions of all 64 atoms, in Å:
C -1.5583 -2.3714 3.6221  0.000
N 2.3942 -0.0031 -1.2082  0.053
H 1.0436 -4.3056 -1.8566  0.000
H -4.1762 0.8248 -0.8852  0.002
H 0.4805 -4.7567 -3.4740  0.000
Se 0.0187 2.2967 -2.4129  0.038
H -0.7250 -0.4010 3.6701  0.000
C -0.0772 -2.1898 -4.3572  0.004
H -0.6735 -1.2742 -4.3769  0.000
H 1.9306 -3.7571 -3.2835  0.000
H -2.3250 -4.3450 3.2876  0.000
C 2.5468 -0.2984 2.4987  0.001
P 0.2695 0.0943 0.8950  0.036
C 0.8651 2.5333 2.1207  0.004
H -3.4621 1.0882 -3.6009  0.002
C -0.5906 -1.2781 1.7065  0.007
H -0.3588 4.5782 -1.4570  0.001
C 0.0925 -2.6944 -2.9323  0.010
H -1.7004 -4.3770 0.8963  0.000
C -1.8693 2.3554 -2.9121  0.004
C -0.9346 -1.2692 3.0577  0.003
H 2.3446 -0.9388 -1.6332  -0.002
C -1.4347 1.8504 2.2577  0.004
C -0.0591 3.6342 -1.0103  0.001
C 3.9105 -0.3584 2.7181  0.001
H -2.2113 1.1140 2.0963  0.000
C -2.4090 1.0039 -3.3324  0.004
C -1.7524 3.0451 2.8853  -0.001
Ni 0.2268 -0.0417 -1.4513  1.581
H -1.8250 -2.3603 4.6704  0.000
H 0.9423 3.7267 -0.5983  0.000
C -0.1221 1.5851 1.8628  0.004
H -0.5705 -2.9305 -4.9887  0.000
C -0.7628 3.9894 3.1274  0.005
H 5.8526 -0.2892 1.8042  0.000
O 0.7070 -1.7075 -2.1404  0.152
C 0.5456 3.7284 2.7503  0.000
H -0.7493 3.3275 -0.2285  0.000
C -1.8376 -3.4870 2.8440  0.001
H 4.2953 -0.4792 3.7212  0.000
H 2.9837 0.5711 -1.8008  0.001
C 2.0414 -0.1411 1.2081  0.005
C -1.4902 -3.5047 1.5009  0.000
H -2.7717 3.2335 3.1954  0.000
H -0.5769 -2.4244 -0.1153  -0.001
C -3.1818 0.5429 -0.5471  0.005
H -0.9051 -2.9374 -2.5325  0.002
C 0.9346 -3.9582 -2.8845  0.002
H -2.6191 1.4135 -0.2208  0.000
H 0.8998 -1.9603 -4.7867  0.000
H 1.8924 2.3399 1.8364  0.000
H -1.8775 0.6091 -4.1978  0.000
H 4.9731 -0.0702 -0.4885  0.000
C -0.8703 -2.4032 0.9296  0.000
H -3.2650 -0.1681 0.2727  0.000
H -1.0100 4.9195 3.6214  0.000
H -2.4051 2.7549 -2.0526  0.000
H 1.3234 4.4532 2.9514  0.000
Se -2.2551 -0.3837 -1.9714  0.063
C 4.2932 -0.1214 0.3531  0.002
C 4.7839 -0.2533 1.6405  0.000
H -1.9635 3.0656 -3.7324  0.001
C 2.9217 -0.0788 0.1318  0.002
H 1.8626 -0.3607 3.3366  0.000

The LUMO energy (alpha / beta) is -2.04 / -2.73 eV. The value obtained for the total energy is -211018.4612 eV. The charge is +1. The molecular weight is 611.13 g mol⁻¹. For the energy above the lowest of the compared OMol25 structures with the same formula, charge and spin, the calculation gives 4.8 kJ/mol. Its spin multiplicity is 3. The orbital gap (alpha / beta) comes out at 8.95 / 8.85 eV. As for the highest occupied orbital energy (alpha / beta): -0.404 / -0.426 hartree.

3.
C4H5NO | ωB97M-V/def2-TZVPD

Last column: Löwdin charge in e.
Positions of all 11 atoms, in Å:
O -1.9659 0.9041 -0.6025  -0.044
C -0.0024 -0.0012 0.0017  -0.276
C 0.0311 0.2823 -1.4010  -0.138
C -1.2383 0.4072 0.3881  -0.132
N -1.0452 0.8113 -1.8863  0.143
H 1.3209 -1.6132 0.5598  0.079
H 1.9633 0.0045 0.8919  0.079
H -1.6073 0.3375 1.4186  0.143
H 0.6807 -0.6652 1.9026  0.077
C 1.0513 -0.6003 0.8750  -0.060
H 0.8116 0.1329 -2.1480  0.129

The LUMO energy is 0.91 eV. As for the SMILES: Cc1cnoc1. The value obtained for the total energy is -7764.6531 eV. The molecular weight is 83.09 g mol⁻¹. For the energy above the lowest of the compared OMol25 structures with the same formula, charge and spin, the calculation gives 180.8 kJ/mol. The orbital gap comes out at 10.25 eV. As for the highest occupied orbital energy: -0.343 hartree.

4.
C10H25Br2O5P3 | ωB97M-V/def2-TZVPD

Last column: Löwdin charge in e.
Positions of all 45 atoms, in Å:
H 1.2862 0.0793 -0.7015  0.100
C -2.3500 2.1001 -2.9479  -0.949
Br -1.3362 0.4026 -3.2891  0.612
H -4.6403 4.6219 -3.3780  0.032
H -2.1502 4.0340 -1.9062  0.083
O 2.4053 -3.3603 -0.1040  -0.226
O -7.0423 1.8470 -2.2190  -0.409
H 3.1974 0.4299 2.0005  0.112
C -1.5310 3.1062 -2.0324  -0.793
C -0.1127 3.5049 -2.6012  -0.165
C -5.6186 4.2347 -2.9483  -0.355
H 1.2899 -0.8765 3.0608  0.067
O 3.9002 -1.5166 2.0758  -0.258
H 4.0243 -3.5134 4.2456  0.075
H -3.9522 0.1949 -1.8846  -0.078
H 4.8798 -3.9361 2.7680  0.069
P -3.9352 1.6292 -1.9729  0.578
H -6.4658 4.6956 -3.5220  0.035
H 1.9514 -1.4080 -1.3452  0.107
H 2.8806 -5.1551 1.9145  0.109
H -0.6926 -0.9983 0.1479  0.062
C 1.3525 -0.9989 -0.5299  -0.286
H 0.7067 2.8817 -2.1287  0.065
H -6.8325 1.6882 -1.2785  0.033
C 4.1054 -4.2708 3.4650  -0.085
H -0.0644 -2.6063 -0.1232  0.076
P 2.9974 -2.4881 1.0051  0.729
C 3.3833 -0.3561 2.7354  -0.278
C 2.7768 -4.4576 2.7514  -0.292
O 1.9995 -1.1907 0.7268  -0.261
Br -1.3802 2.2752 -0.2089  0.584
H -5.6674 4.5773 -1.8714  0.039
H 4.2014 0.0082 3.3632  0.119
H 4.4386 -5.2088 3.9132  0.078
H 0.0892 4.5640 -2.2475  0.083
H -0.0273 3.4682 -3.7190  0.082
H 1.9258 0.3419 4.1535  0.082
C 2.1746 -0.5810 3.6228  -0.078
H 2.3691 -1.3658 4.3565  0.074
H -0.4811 -1.5880 -1.5109  0.015
C -0.0472 -1.5854 -0.5100  -0.095
H -2.6216 2.5298 -3.9528  0.062
H 2.0482 -4.8795 3.4468  0.119
P -5.6775 2.3472 -3.1072  0.566
O 2.2426 -3.2207 2.2876  -0.237

The LUMO energy is -1.27 eV. As for the SMILES: C[C@H](Br)[C@@H](Br)[PH]#P(C)O.CCOP(=O)(OCC)OCC. The value obtained for the total energy is -188962.6112 eV. The molecular weight is 478.03 g mol⁻¹. The orbital gap comes out at 6.41 eV. As for the highest occupied orbital energy: -0.282 hartree.

5.
C4H6F18MnO3P3 | ωB97M-V/def2-TZVPD

Last column: Löwdin spin population.
Positions of all 35 atoms, in Å:
F 1.4573 1.1292 1.1740  0.022
Mn -0.9544 0.9798 0.6836  4.715
F -4.8459 -0.8448 1.8170  0.001
F -1.9935 2.0265 -1.1034  0.024
F 2.1378 -0.4620 2.2273  0.001
H 3.7736 -1.2784 -1.0387  0.000
F 1.9561 1.5743 3.3861  0.001
F -2.7613 -0.3483 0.7601  0.031
O -0.2586 -0.5483 -0.6572  0.029
C 2.2519 -2.8077 -1.5425  0.000
O 1.9355 -0.5328 -0.8802  0.002
F -4.5296 0.8353 0.4292  0.000
F -2.2978 4.3312 -1.2463  0.001
F 0.1820 2.1171 -1.1384  0.020
F -4.5844 1.3436 2.8674  0.001
O 0.9482 -2.4601 -1.2802  0.003
P -3.7688 0.4021 1.7759  0.001
C 0.7810 -1.1189 -0.8848  0.008
H 3.3882 -3.5233 -3.2039  0.000
C 2.4042 -3.6527 -2.7534  0.000
F -2.8182 1.6816 1.5903  0.031
H 2.9883 -1.1067 -2.6037  0.000
P -1.0186 3.2734 -1.0979  0.002
F -0.1492 -0.4000 1.8997  0.042
F -1.0989 3.1024 0.4521  0.029
F 0.5064 -0.1848 4.0749  0.001
H 1.6797 -3.3210 -3.4972  0.000
F -0.2801 1.6553 2.6531  0.031
H 2.1829 -4.6770 -2.4532  0.000
F -2.7402 -0.3372 2.8722  0.001
F -0.9751 2.9662 -2.7150  0.001
C 2.8266 -1.3963 -1.5654  0.000
F 0.2384 4.3042 -1.0548  0.001
H 2.5495 -3.2805 -0.6066  0.000
P 0.8871 0.5585 2.6596  0.002

The LUMO energy (alpha / beta) is 2.26 / 2.26 eV. The value obtained for the total energy is -118509.9222 eV. The charge is -1. The molecular weight is 591.91 g mol⁻¹. Its spin multiplicity is 6. The orbital gap (alpha / beta) comes out at 10.92 / 11.80 eV. As for the highest occupied orbital energy (alpha / beta): -0.318 / -0.351 hartree.

6.
C20H27ClFN2O4 | ωB97M-V/def2-TZVPD

Last column: Löwdin charge in e.
Positions of all 55 atoms, in Å:
C -3.0384 -1.7885 -1.5538  -0.085
H -1.5276 -1.1112 5.1366  0.114
H -0.6104 1.4227 3.8565  0.129
H 1.6682 0.7996 1.4740  0.147
H -1.3054 1.8831 -3.5587  0.125
H 1.8011 -0.9413 1.0496  0.150
C -1.0126 0.6521 3.1881  -0.053
H -3.8298 -1.4900 0.4349  0.098
H 1.6515 0.1804 3.7403  0.130
C 0.9976 2.1433 -2.7804  -0.428
O 2.3745 2.2028 -2.6953  0.077
H 3.3995 -0.4978 -0.9524  0.107
H -3.1514 -2.8723 -1.5278  0.110
H -1.0188 0.2405 -4.3474  0.132
O 0.3774 3.1882 -2.7378  0.091
C 1.2121 -0.2190 -3.4508  -0.436
N -0.1372 -0.1633 1.1068  -0.163
Cl 0.2551 0.1367 6.0613  0.728
F -0.0751 0.1452 -0.4108  -0.006
C 1.2489 -0.1985 1.6312  -0.065
C -1.0460 0.8263 -3.4196  -0.097
H 5.1001 0.2633 -2.7358  0.096
C -2.4597 -1.1655 -2.6539  -0.007
H 4.9687 1.9641 -2.2042  0.095
H -0.1970 1.8470 1.5942  0.161
C -0.4514 -1.0361 4.9546  -0.493
C -3.4581 -1.0114 -0.4692  -0.160
H -3.0288 2.0460 -1.8659  0.130
C -0.7813 -1.4739 1.2612  -0.044
H 4.5938 1.5196 -3.8864  0.101
H 3.2642 1.1799 -0.3552  0.101
O 0.7858 -1.2537 -3.9205  0.102
H -2.0629 0.4855 3.4536  0.154
H -1.7938 1.1274 1.2151  0.123
H -0.1449 -2.2172 0.7786  0.167
H 1.8259 0.2952 -0.8541  0.038
C -2.8740 0.9797 -1.6765  -0.026
C 0.3505 0.8359 -2.9183  -0.060
N -0.2900 -0.6414 3.5206  -0.277
O 2.5782 -0.0109 -3.4470  0.072
H 1.5990 -1.5372 3.2882  0.156
C 2.8808 0.4575 -1.0837  -0.011
H -1.9741 -1.7731 3.0481  0.152
C -3.3874 0.3842 -0.5313  -0.128
C -0.8459 0.9763 1.7375  -0.032
C 4.5392 1.1932 -2.8460  0.024
C 3.0660 0.9596 -2.4947  -0.529
H -0.4429 -2.6610 3.0272  0.151
H -3.7399 0.9994 0.2987  0.102
H -2.2597 -1.7305 -3.5666  0.130
C -2.1243 0.1953 -2.5645  -0.189
H -1.7471 -1.4465 0.7732  0.095
C 1.1637 -0.5510 3.0848  -0.049
H 0.0471 -2.0025 5.0753  0.113
C -0.9329 -1.7363 2.7179  -0.062

The LUMO energy is -4.43 eV. The value obtained for the total energy is -47575.7058 eV. The charge is +1. The molecular weight is 413.90 g mol⁻¹. For the energy above the lowest of the compared OMol25 structures with the same formula, charge and spin, the calculation gives 499.7 kJ/mol. The orbital gap comes out at 5.11 eV. As for the highest occupied orbital energy: -0.351 hartree.

7.
C14H24N3O9S2 | ωB97M-V/def2-TZVPD

Last column: Löwdin charge in e.
Positions of all 52 atoms, in Å:
C -2.4262 0.9905 -0.7902  -0.185
C -3.7445 -0.2934 2.6990  -0.386
O -3.6552 0.9491 2.4242  -0.018
H -0.5392 1.4108 0.4260  0.127
H 2.7610 -1.5768 -0.4094  0.184
C -4.2105 -0.6892 0.3285  -0.196
C -0.4089 -0.6428 -2.6203  0.101
N 1.9357 -1.3198 -0.9931  -0.008
H 2.6235 -0.3652 -4.0457  0.094
H -2.6146 -1.2447 -1.1328  0.101
O 3.6192 0.0223 -8.2325  -0.210
H 4.7554 0.8025 -4.2828  0.137
O 3.9100 2.2121 -7.0327  -0.212
N 1.1966 -0.3247 -0.5189  0.116
H 2.5800 -2.9107 -2.4379  0.153
H -1.3466 -0.3419 -3.1868  0.127
C 1.4025 1.5988 4.7607  -0.176
H 0.3552 -2.3711 -4.0952  0.129
H -2.9550 1.8018 -0.1639  0.130
H 5.2329 -0.9079 -4.4394  0.136
H 0.1355 3.2724 5.3527  0.139
H -0.4894 2.2113 -1.2208  0.135
O 1.5106 0.2856 5.3105  -0.192
O -0.3752 1.4878 6.2862  -0.183
C 1.8032 -2.1001 -2.1820  0.047
O 2.6215 0.3729 -5.9847  -0.192
C -2.7105 -0.5041 -0.2543  -0.185
H -2.7068 1.0726 -1.9084  0.115
C 0.6109 2.3929 5.7882  -0.165
C 4.6288 -0.1103 -4.8727  -0.174
H -4.8267 0.2682 0.2975  0.130
H -1.9886 -0.8114 0.5958  0.121
C 0.5515 -1.7811 -3.1278  0.049
C 3.1592 -0.4906 -4.9868  -0.202
H -2.4626 -0.3271 4.5713  0.046
O 5.0443 0.1672 -6.2076  -0.179
S 3.7913 0.7857 -7.0358  0.659
H -3.5437 -1.8616 4.2797  0.084
S 0.1812 -0.0323 6.1868  0.665
C -3.4810 -0.7207 4.2405  -0.009
C 0.0501 0.0346 -1.2594  -0.129
H -3.3915 -2.0601 1.6970  0.126
H 1.2452 2.6996 6.6244  0.137
H 0.8581 1.5252 3.8141  0.125
C -0.8462 1.2534 -0.6781  -0.146
N -4.1104 -1.3072 1.6903  -0.001
O -0.7264 -0.7875 5.3705  -0.256
H -4.7493 -1.4712 -0.3291  0.124
H 3.0443 -1.5235 -5.3308  0.133
O 0.5885 -0.4572 7.4895  -0.205
H -4.2774 -0.3051 4.9479  0.100
H 2.3903 2.0222 4.5784  0.137

The LUMO energy is -5.71 eV. The value obtained for the total energy is -59461.5146 eV. The charge is +1. The molecular weight is 442.49 g mol⁻¹. For the energy above the lowest of the compared OMol25 structures with the same formula, charge and spin, the calculation gives 169.0 kJ/mol. The orbital gap comes out at 6.14 eV. As for the highest occupied orbital energy: -0.436 hartree.

8.
C4H3N2 | ωB97M-V/def2-TZVPD

Last column: Löwdin charge in e.
Positions of all 9 atoms, in Å:
C -1.5014 -0.9603 0.0195  0.128
C -2.8487 0.4540 -0.0135  0.003
H 1.1554 0.0249 0.0303  0.120
N -2.0101 1.3447 0.0081  0.242
C 0.3699 0.7743 0.0005  0.278
N -2.9225 -0.8225 -0.0120  0.222
C -0.9127 0.3913 0.0319  -0.265
H 0.6509 1.8197 -0.0563  0.122
H -1.0408 -1.9375 0.0230  0.148

The LUMO energy is -7.43 eV. The value obtained for the total energy is -7164.0638 eV. The charge is +1. The molecular weight is 79.08 g mol⁻¹. For the energy above the lowest of the compared OMol25 structures with the same formula, charge and spin, the calculation gives 118.6 kJ/mol. The orbital gap comes out at 9.49 eV. As for the highest occupied orbital energy: -0.622 hartree.

Please write out number 5 again, unchanged.
C4H6F18MnO3P3 | ωB97M-V/def2-TZVPD

Last column: Löwdin spin population.
Positions of all 35 atoms, in Å:
F 1.4573 1.1292 1.1740  0.022
Mn -0.9544 0.9798 0.6836  4.715
F -4.8459 -0.8448 1.8170  0.001
F -1.9935 2.0265 -1.1034  0.024
F 2.1378 -0.4620 2.2273  0.001
H 3.7736 -1.2784 -1.0387  0.000
F 1.9561 1.5743 3.3861  0.001
F -2.7613 -0.3483 0.7601  0.031
O -0.2586 -0.5483 -0.6572  0.029
C 2.2519 -2.8077 -1.5425  0.000
O 1.9355 -0.5328 -0.8802  0.002
F -4.5296 0.8353 0.4292  0.000
F -2.2978 4.3312 -1.2463  0.001
F 0.1820 2.1171 -1.1384  0.020
F -4.5844 1.3436 2.8674  0.001
O 0.9482 -2.4601 -1.2802  0.003
P -3.7688 0.4021 1.7759  0.001
C 0.7810 -1.1189 -0.8848  0.008
H 3.3882 -3.5233 -3.2039  0.000
C 2.4042 -3.6527 -2.7534  0.000
F -2.8182 1.6816 1.5903  0.031
H 2.9883 -1.1067 -2.6037  0.000
P -1.0186 3.2734 -1.0979  0.002
F -0.1492 -0.4000 1.8997  0.042
F -1.0989 3.1024 0.4521  0.029
F 0.5064 -0.1848 4.0749  0.001
H 1.6797 -3.3210 -3.4972  0.000
F -0.2801 1.6553 2.6531  0.031
H 2.1829 -4.6770 -2.4532  0.000
F -2.7402 -0.3372 2.8722  0.001
F -0.9751 2.9662 -2.7150  0.001
C 2.8266 -1.3963 -1.5654  0.000
F 0.2384 4.3042 -1.0548  0.001
H 2.5495 -3.2805 -0.6066  0.000
P 0.8871 0.5585 2.6596  0.002

The LUMO energy (alpha / beta) is 2.26 / 2.26 eV. The value obtained for the total energy is -118509.9222 eV. The charge is -1. The molecular weight is 591.91 g mol⁻¹. Its spin multiplicity is 6. The orbital gap (alpha / beta) comes out at 10.92 / 11.80 eV. As for the highest occupied orbital energy (alpha / beta): -0.318 / -0.351 hartree.